18
Properties=species:S:1:pos:R:3:forces:R:3:lowdin_charge:R:1 method="wB97M-V/def2-TZVPD" smiles="CNC=O.O.O.O" energy_ev=-11932.51545 e_above_lowest_kj_mol=119.82
C -1.1484 -2.2742 0.6869 1.438 0.388 0.027 -0.07
N -0.5638 -1.0315 1.2251 -1.613 -0.290 -0.343 -0.01
C -1.3877 0.0169 1.4313 0.903 1.046 0.373 -0.35
O -0.9779 1.1530 1.6414 -0.029 -0.261 -0.092 -0.01
H -1.9404 -2.0603 -0.0152 -0.446 -0.001 0.067 0.08
H -1.4413 -2.9379 1.4954 -0.208 -0.101 -0.121 0.08
H -0.3537 -2.7337 0.0995 -0.103 -0.283 0.105 0.08
H 0.4013 -0.8019 1.0335 0.176 -0.139 0.005 0.09
H -2.4702 -0.1386 1.4188 -0.094 -0.626 -0.048 0.14
O 0.8304 2.0851 -0.2689 0.228 -0.718 0.280 -0.06
H 0.5261 1.4572 0.4181 0.256 0.832 0.654 0.01
H 0.1807 1.8251 -0.9098 -0.644 0.337 -1.092 0.02
O 0.3056 0.3451 -3.3874 -0.134 0.205 0.135 -0.05
H 0.6321 1.2500 -3.3406 0.016 -0.031 -0.101 0.03
H 1.0932 -0.2013 -3.4120 0.134 -0.122 0.015 0.03
O 2.0203 -0.3778 -0.1758 0.943 0.997 -1.060 -0.08
H 2.9784 -0.2484 -0.2053 0.248 -0.910 0.676 0.05
H 1.8680 0.4546 -0.6821 -1.073 -0.323 0.520 0.02

19
Properties=species:S:1:pos:R:3:forces:R:3:lowdin_charge:R:1 method="wB97M-V/def2-TZVPD" smiles="NCC(=O)O.O.O.O" energy_ev=-13978.87859 e_above_lowest_kj_mol=192.86
N -1.3819 0.3882 1.2927 -2.264 1.022 -2.478 -0.05
C -0.1436 0.1365 1.8731 -0.764 -0.068 4.667 -0.27
C 1.0752 0.5400 1.1123 1.579 -3.349 1.305 -0.52
O 1.2464 1.4409 0.3709 0.362 1.349 -1.122 0.10
O 2.0729 -0.3801 1.4129 2.193 1.479 -1.484 0.03
H -1.6749 -0.3217 0.5614 0.642 1.797 0.889 0.10
H -1.4230 1.4516 1.0401 -0.299 -2.835 -0.082 0.09
H -0.1372 -0.9367 2.4215 0.573 2.441 -1.635 0.17
H -0.2500 0.9107 2.7877 1.268 -1.648 -1.445 0.17
H 2.9767 -0.1076 0.9481 -2.907 -0.573 1.279 0.18
O 0.5547 -1.0378 -2.0452 -2.318 -1.111 1.207 -0.01
H 1.3061 -0.6626 -2.3881 2.971 1.971 -0.876 -0.02
H 0.4342 -1.7348 -2.6781 -0.726 -0.844 -0.276 0.03
O -0.6989 3.1863 0.6112 -0.213 -0.878 3.361 0.00
H -1.0739 3.6560 -0.0583 -1.833 2.156 -2.825 0.00
H 0.1206 2.8849 0.2833 1.689 -0.913 -0.484 -0.01
O -2.1142 -3.6502 -3.2796 5.239 -1.038 -0.402 -0.03
H -2.9845 -3.8276 -3.1901 -4.585 -0.684 0.465 -0.04
H -1.6972 -4.5613 -3.2517 -0.607 1.724 -0.064 0.08

17
Properties=species:S:1:pos:R:3:forces:R:3:lowdin_charge:R:1 method="wB97M-V/def2-TZVPD" charge=-1 energy_ev=-19231.97225 e_above_lowest_kj_mol=31.30
C -0.6424 1.8347 1.7819 1.365 1.069 -0.013 -0.23
C -1.0105 0.5811 1.0277 -1.396 -0.335 -0.262 -0.76
S -0.2117 0.3204 -0.5791 0.333 0.397 -0.234 0.40
H 0.4535 1.9391 1.8341 -0.113 -0.367 0.230 0.05
H -0.8831 2.7796 1.2677 -0.482 -0.485 -0.136 0.06
H -1.0194 1.9178 2.8081 -0.168 -0.284 -0.113 0.05
H -0.8382 -0.3254 1.6081 0.084 0.165 0.364 0.04
H -2.1109 0.6142 0.8543 0.481 -0.095 0.106 0.04
H 1.0677 -2.5195 -0.9377 0.333 -0.511 0.141 0.02
H 1.3334 -1.2051 -0.4452 0.245 -0.027 0.265 -0.12
O 1.7861 -2.0958 -0.4467 -0.817 0.223 -0.553 -0.18
H 2.9387 -1.1637 0.8343 0.052 -0.336 -0.109 -0.01
H 2.2986 0.1834 0.7711 0.159 0.096 0.015 -0.02
O 3.1128 -0.2520 1.0758 -0.097 0.485 0.242 -0.10
H -2.0623 -0.0400 -2.0175 -0.167 0.064 -0.485 -0.08
H -3.2310 -0.4919 -1.3221 -0.434 -0.083 -0.404 0.01
O -3.0011 -0.2717 -2.2397 0.624 0.023 0.946 -0.16

17
Properties=species:S:1:pos:R:3:forces:R:3:lowdin_charge:R:1 method="wB97M-V/def2-TZVPD" charge=-1 energy_ev=-10443.35635 e_above_lowest_kj_mol=51.39
C 0.5950 1.3046 0.4536 0.183 -0.452 -1.398 -0.46
O -0.2827 0.3122 0.0782 -0.726 -0.097 0.325 -0.37
C 1.7193 1.4581 -0.5865 0.574 -0.377 0.299 -0.13
H 0.0784 2.2693 0.4577 -0.086 0.413 0.566 0.08
H 1.0839 1.0913 1.4139 -0.110 0.273 0.390 0.09
H 2.3375 2.3544 -0.4235 -0.214 0.009 -0.094 0.05
H 2.3978 0.5993 -0.5269 -0.088 -0.015 0.005 0.05
H 1.3083 1.4344 -1.5933 -0.137 0.264 -0.077 0.06
H 0.6875 -2.5168 -0.1198 0.280 -0.128 -0.101 0.01
H 0.0917 -1.2316 -0.6076 0.957 0.730 -0.209 -0.02
O 0.6829 -1.9755 -0.9170 -0.722 -0.397 0.358 -0.12
H -1.4351 -1.5566 1.7026 -0.066 -0.072 0.248 -0.01
H -1.0222 -0.1335 1.4124 0.227 -0.335 0.114 -0.02
O -1.3557 -0.7265 2.1839 -0.114 0.169 -0.296 -0.16
H -1.9113 -1.5074 -0.7766 0.050 -0.336 -0.424 -0.01
H -2.4318 -0.1661 -0.8415 0.061 0.177 -0.347 0.02
O -2.5435 -1.0096 -1.3098 -0.068 0.174 0.641 -0.09

19
Properties=species:S:1:pos:R:3:forces:R:3:lowdin_charge:R:1 method="wB97M-V/def2-TZVPD" smiles="[H]/N=C/NC.O.O.O" energy_ev=-11390.44143 e_above_lowest_kj_mol=126.15
H -2.2480 -1.0120 0.1401 -0.563 -1.011 -0.140 0.03
N -1.4346 -1.3982 -0.3306 -0.740 1.171 -0.278 0.04
C -1.5152 -1.4100 -1.6186 2.603 0.141 0.914 -0.30
N -0.3005 -1.2239 -2.2448 -0.687 -0.515 -0.020 -0.09
C -0.0989 -1.7279 -3.5707 -1.136 -1.791 -0.505 -0.13
H -2.3099 -1.6216 -2.3346 -0.561 0.473 0.371 0.12
H 0.4712 -1.2035 -1.5958 -0.005 0.035 -0.007 0.12
H -0.2535 -2.8650 -3.6290 0.117 1.406 -0.005 0.10
H -0.8520 -1.2411 -4.2145 0.518 -0.314 -0.094 0.08
H 0.8938 -1.5640 -3.9390 0.430 0.472 -0.114 0.07
O 0.2343 2.4646 5.0374 0.509 -0.279 -0.837 -0.07
H 0.5832 2.8590 4.2222 -0.255 0.427 0.341 0.03
H 0.3860 1.5412 4.7943 -0.302 -0.168 0.403 0.02
O 1.8756 2.9977 0.8287 -0.047 0.685 -0.696 -0.07
H 1.0640 2.4791 0.8668 0.437 -0.326 0.561 0.01
H 2.5252 2.7383 1.4820 -0.399 -0.438 0.201 0.02
O 0.3157 0.4062 2.1773 -0.092 0.666 0.318 -0.05
H -0.4345 -0.0770 1.8150 0.297 -0.284 -0.208 0.02
H 1.0984 -0.1418 2.1137 -0.125 -0.350 -0.206 0.04

19
Properties=species:S:1:pos:R:3:forces:R:3:lowdin_charge:R:1 method="wB97M-V/def2-TZVPD" smiles="[H]/N=C/NC.O.O.O" energy_ev=-11390.74658 e_above_lowest_kj_mol=96.71
H -1.1985 -1.6662 -2.0167 0.166 0.229 -0.082 0.03
N -1.6485 -0.8283 -1.6549 0.246 -0.379 -0.215 0.07
C -2.3369 -1.1728 -0.6437 -0.320 0.052 -0.165 -0.35
N -3.0810 -0.2599 0.0405 -0.269 -0.054 0.421 -0.08
C -3.3003 1.0395 -0.5715 1.242 -0.502 0.031 -0.11
H -2.4256 -2.2018 -0.2880 0.038 0.096 0.186 0.12
H -3.8678 -0.6358 0.5408 0.092 -0.062 0.127 0.11
H -3.5319 0.8597 -1.6208 -0.632 0.559 -0.045 0.08
H -3.9615 1.6095 0.0563 -0.724 0.107 -0.240 0.07
H -2.3625 1.5912 -0.5778 0.185 -0.012 -0.025 0.07
O 1.1636 -0.2834 0.9697 0.261 0.341 -0.479 -0.08
H 2.0620 -0.4783 0.6811 -0.088 -0.262 0.110 0.02
H 0.9905 0.5629 0.5181 -0.220 -0.308 0.443 0.00
O 1.2669 2.5536 0.9223 0.057 0.670 0.084 -0.05
H 0.9038 3.3948 1.2396 -0.027 -0.375 -0.157 0.05
H 2.2194 2.6905 0.9699 -0.022 -0.101 0.008 0.05
O 5.8428 -1.6051 0.4206 -0.119 0.339 -0.170 -0.06
H 6.3864 -1.4646 -0.3623 0.057 -0.135 0.043 0.03
H 5.2590 -0.8352 0.4201 0.077 -0.202 0.125 0.03

Copy entry 3 word for word.
17
Properties=species:S:1:pos:R:3:forces:R:3:lowdin_charge:R:1 method="wB97M-V/def2-TZVPD" charge=-1 energy_ev=-19231.97225 e_above_lowest_kj_mol=31.30
C -0.6424 1.8347 1.7819 1.365 1.069 -0.013 -0.23
C -1.0105 0.5811 1.0277 -1.396 -0.335 -0.262 -0.76
S -0.2117 0.3204 -0.5791 0.333 0.397 -0.234 0.40
H 0.4535 1.9391 1.8341 -0.113 -0.367 0.230 0.05
H -0.8831 2.7796 1.2677 -0.482 -0.485 -0.136 0.06
H -1.0194 1.9178 2.8081 -0.168 -0.284 -0.113 0.05
H -0.8382 -0.3254 1.6081 0.084 0.165 0.364 0.04
H -2.1109 0.6142 0.8543 0.481 -0.095 0.106 0.04
H 1.0677 -2.5195 -0.9377 0.333 -0.511 0.141 0.02
H 1.3334 -1.2051 -0.4452 0.245 -0.027 0.265 -0.12
O 1.7861 -2.0958 -0.4467 -0.817 0.223 -0.553 -0.18
H 2.9387 -1.1637 0.8343 0.052 -0.336 -0.109 -0.01
H 2.2986 0.1834 0.7711 0.159 0.096 0.015 -0.02
O 3.1128 -0.2520 1.0758 -0.097 0.485 0.242 -0.10
H -2.0623 -0.0400 -2.0175 -0.167 0.064 -0.485 -0.08
H -3.2310 -0.4919 -1.3221 -0.434 -0.083 -0.404 0.01
O -3.0011 -0.2717 -2.2397 0.624 0.023 0.946 -0.16